Entry 1:
{"formula": "C6H9B2F10N4O9S2V3", "method": "the ωB97M-V functional and the def2-TZVPD basis", "homo_lumo_gap_ev": [5.0, 3.4], "total_charge": 1, "energy_ha": -5806.4307, "spin_multiplicity": 4, "homo_energy_ev": [-12.0, -12.0], "symbols": ["O", "V", "O", "O", "V", "O", "O", "V", "B", "F", "F", "F", "F", "B", "F", "F", "F", "F", "N", "S", "O", "O", "F", "S", "O", "O", "F", "C", "C", "N", "H", "H", "H", "C", "C", "N", "H", "H", "H", "C", "C", "N", "H", "H", "H"], "positions_angstrom": [[7.1547, -22.3532, -4.5046], [7.9693, -21.0863, -4.7612], [8.0993, -20.8595, -6.3032], [6.4636, -14.0687, -9.1926], [6.0794, -13.6366, -7.6464], [4.7616, -12.8778, -7.6908], [14.6635, -13.1903, -2.3941], [13.3807, -12.5728, -1.7143], [4.3062, -16.9727, -4.4599], [5.0683, -17.9445, -3.8154], [2.9491, -17.1441, -3.9438], [4.9125, -15.7982, -4.1488], [4.4355, -17.1419, -5.7905], [10.6747, -16.2842, -4.5171], [11.8960, -16.0719, -5.1572], [9.5802, -16.1693, -5.3746], [10.6658, -17.6026, -4.1593], [10.5022, -15.6052, -3.3738], [13.1948, -14.6900, 1.9998], [13.8200, -16.2646, 2.3486], [13.1083, -17.2463, 3.1821], [15.2441, -16.4270, 2.2139], [13.5227, -16.8111, 0.9052], [12.8280, -14.6182, 3.4958], [13.8565, -14.7850, 4.5384], [11.4605, -14.8720, 3.8956], [12.6102, -13.0524, 3.3343], [7.7063, -20.3747, 3.6107], [8.0797, -20.5791, 2.2019], [8.3657, -20.6789, 1.0569], [8.5610, -19.8316, 4.0139], [7.7777, -21.4075, 3.9518], [6.7151, -19.9520, 3.7748], [11.4149, -18.5365, -11.0186], [10.3524, -18.9660, -11.9099], [9.5187, -19.3763, -12.6220], [11.0781, -17.7091, -10.3940], [12.3493, -18.4250, -11.5686], [11.4261, -19.2349, -10.1818], [13.8296, -12.3213, -10.4273], [12.8541, -11.3372, -10.9091], [12.1260, -10.5779, -11.3033], [13.4715, -12.9605, -9.6203], [14.6694, -11.6794, -10.1610], [14.1072, -13.0128, -11.2228]], "forces_ev_per_a": [[-0.14, -0.42, -0.33], [0.28, 1.71, -1.01], [-0.28, -0.68, 1.51], [-1.28, 1.52, 4.76], [1.17, -2.28, -4.09], [-0.06, 0.19, -0.23], [-2.30, 1.26, 1.32], [2.17, -1.55, -1.45], [-1.33, -1.45, 2.17], [0.80, -1.51, 0.51], [1.35, 0.76, -1.01], [0.18, 2.61, 0.49], [-0.47, -0.27, -2.61], [0.11, -1.76, -1.33], [0.25, 1.08, -0.25], [-0.59, 1.20, -0.92], [0.12, -2.89, 0.69], [0.02, 2.52, 1.83], [1.32, -3.85, 0.35], [3.27, -8.38, -4.77], [0.54, 3.58, -0.80], [-0.74, 2.22, 1.92], [-1.56, 0.45, -0.42], [-2.78, 7.35, 6.51], [-1.76, -0.14, -2.83], [0.81, -1.97, -0.70], [0.89, 0.73, 0.73], [1.10, -1.11, -0.93], [0.27, 0.49, -4.31], [-0.89, 0.16, 4.00], [-0.46, 0.26, 0.50], [-0.34, 0.12, 0.81], [0.32, 0.07, -0.14], [-0.80, -0.23, 0.94], [-2.09, -1.07, -1.85], [1.92, 1.06, 1.67], [0.28, 0.87, -0.82], [-0.05, 0.15, 0.50], [0.74, -0.78, -0.42], [-0.03, 0.39, -0.42], [1.73, -2.84, 1.10], [-2.11, 2.26, -1.04], [-0.05, 0.51, 0.20], [0.35, -0.63, 0.34], [0.11, 0.30, -0.17]]}

***

Entry 2:
{"formula": "C7H19N3", "method": "the ωB97M-V functional and the def2-TZVPD basis", "smiles": "CN[NH2+]C/[NH+]=C\\C(C)(C)C", "homo_lumo_gap_ev": 10.6, "total_charge": 2, "de_lowest_kcal_mol": 78.8, "energy_ha": -441.6212, "homo_energy_ev": -18.9, "symbols": ["C", "C", "C", "C", "C", "C", "C", "N", "N", "N", "H", "H", "H", "H", "H", "H", "H", "H", "H", "H", "H", "H", "H", "H", "H", "H", "H", "H", "H"], "positions_angstrom": [[-1.1335, -1.8321, 0.0280], [0.4001, -0.1592, 0.9253], [2.5134, -0.9246, 0.5805], [2.1011, 1.5509, 0.2875], [1.4630, -0.0238, -1.5536], [-2.6964, 1.5939, 0.1178], [1.4911, 0.1449, 0.0052], [-0.3949, -1.1915, 1.0620], [-2.3469, -0.7970, -0.2812], [-1.8060, 0.5090, -0.2798], [-0.5953, -1.7934, -0.9259], [-1.5156, -2.7651, 0.3614], [0.3329, 0.4354, 1.8844], [2.3784, -2.0427, 0.4926], [2.8426, -0.6416, 1.6055], [3.3688, -0.6669, 0.0710], [2.3785, 1.6210, 1.3369], [2.7954, 1.8876, -0.3683], [1.2758, 2.2950, 0.1267], [1.2385, -1.0186, -2.0414], [2.3648, 0.3658, -1.9924], [0.7278, 0.5749, -1.9170], [-3.4158, 1.7484, -0.6676], [-3.3685, 1.3939, 1.0050], [-2.0630, 2.4817, 0.2738], [-0.8395, -1.4070, 1.8883], [-2.7941, -0.9903, -1.1257], [-3.1825, -1.0847, 0.3124], [-1.5206, 0.7360, -1.2116]], "forces_ev_per_a": [[0.64, 2.18, -1.42], [-0.25, 0.86, 1.95], [-0.50, -0.74, 2.18], [-4.48, -0.33, 2.09], [0.13, -2.42, 0.89], [-1.45, 0.35, 0.99], [1.35, -0.49, -1.52], [-0.14, -1.01, -2.86], [-0.03, -1.60, 1.98], [-0.12, 0.36, 1.24], [-0.08, -0.65, 0.34], [-0.44, -0.83, -0.14], [0.82, -0.42, -1.06], [-0.50, 1.41, -0.04], [-0.67, -0.52, -0.27], [2.07, 0.39, -1.61], [0.37, 0.16, -0.09], [2.62, 0.29, -1.84], [0.48, -0.47, 0.32], [0.56, 0.63, 1.08], [0.57, -0.13, 0.15], [-2.30, 2.12, -1.14], [-0.24, 0.59, -0.49], [1.36, -0.03, -0.52], [-0.48, -0.35, 0.02], [-0.53, 0.23, 2.87], [-0.32, -0.75, -2.72], [1.27, 1.52, 0.44], [0.28, -0.35, -0.81]]}

***

Entry 3:
{"formula": "C21H28CrNP", "method": "the ωB97M-V functional and the def2-TZVPD basis", "homo_lumo_gap_ev": [7.5, 5.3], "total_charge": 0, "energy_ha": -2257.3351, "spin_multiplicity": 5, "homo_energy_ev": [-7.0, -7.7], "symbols": ["C", "C", "C", "C", "C", "C", "C", "C", "N", "Cr", "C", "P", "H", "H", "H", "H", "H", "H", "H", "H", "C", "C", "H", "C", "C", "H", "H", "H", "H", "H", "H", "H", "H", "H", "H", "H", "H", "H", "H", "C", "C", "C", "C", "C", "C", "C", "C", "H", "H", "H", "H", "H"], "positions_angstrom": [[-3.8989, 2.4047, -1.4516], [-3.2425, 2.6187, -0.2419], [-2.1057, 1.8475, 0.0882], [-1.6523, 0.9143, -0.8328], [-2.2636, 0.7294, -2.0634], [-3.3932, 1.5023, -2.3972], [-1.3712, 2.1000, 1.3814], [-1.2589, 0.9061, 2.3569], [-1.1217, -0.4536, 1.6984], [-0.1136, -0.3837, -0.1443], [-1.7139, -0.3244, -2.9913], [-1.0605, -1.6407, -1.8694], [-3.5933, 3.3510, 0.4910], [-3.8471, 1.3793, -3.3790], [-4.8002, 2.9812, -1.6844], [-0.8435, 0.0056, -3.5722], [-2.4400, -0.7733, -3.6762], [-0.3503, 2.4341, 1.1351], [-1.8469, 2.9143, 1.9380], [-0.3764, 1.0298, 3.0021], [-0.1957, -2.8175, -2.9413], [-2.6614, -2.5072, -1.6319], [-2.1440, 0.8373, 3.0153], [-2.4513, -1.0815, 1.5066], [-0.3051, -1.3533, 2.5481], [0.7004, -0.3607, -1.4916], [-2.9361, -1.2007, 2.4856], [-3.0642, -0.4509, 0.8576], [-2.3201, -2.0539, 1.0190], [-0.8824, -1.5762, 3.4521], [-0.0473, -2.2797, 2.0158], [0.6197, -0.8533, 2.8441], [-3.0145, -2.8332, -2.6236], [-2.4956, -3.3800, -0.9860], [-3.4127, -1.8390, -1.1891], [-0.8809, -3.1899, -3.7234], [0.6769, -2.3278, -3.4016], [0.1472, -3.6506, -2.3047], [0.8205, -1.6767, -0.3514], [1.3501, 0.6116, 0.4518], [2.5366, 0.7544, 0.8172], [3.9276, 0.8734, 1.0063], [4.6794, 1.7714, 0.1985], [6.0775, 1.7028, 0.2014], [6.7516, 0.8189, 1.0636], [6.0099, 0.0253, 1.9562], [4.6103, 0.0773, 1.9705], [4.1602, 2.5060, -0.4255], [6.6443, 2.3224, -0.4918], [7.8303, 0.7305, 1.0213], [6.5244, -0.6562, 2.6301], [4.0382, -0.4857, 2.7131]], "forces_ev_per_a": [[-0.10, 0.26, -0.49], [0.48, -0.56, 0.44], [-1.18, 1.01, -0.51], [1.41, -0.98, 0.97], [-1.01, 0.81, -0.49], [0.38, -0.21, 0.50], [0.34, -0.14, 0.23], [-0.09, -0.66, -0.10], [0.13, 0.04, 0.22], [-3.70, 0.32, -0.08], [0.66, -0.38, 0.01], [-1.99, 0.43, -0.45], [-0.12, -0.15, -0.36], [-0.15, 0.08, 0.23], [0.35, -0.18, 0.05], [-0.23, 0.28, -0.03], [-0.02, 0.25, 0.00], [-0.31, -0.18, 0.07], [0.00, -0.05, -0.09], [-0.28, 0.07, -0.30], [0.23, -0.18, -0.04], [-0.03, -0.42, -0.10], [0.22, 0.14, -0.19], [0.19, 0.26, -0.01], [-0.17, 0.23, 0.28], [1.63, -0.69, -0.80], [-0.04, -0.11, -0.15], [0.08, -0.08, 0.19], [-0.04, 0.15, 0.24], [0.11, -0.23, 0.09], [-0.21, 0.28, 0.11], [-0.10, -0.06, -0.24], [-0.01, -0.05, 0.39], [-0.28, 0.13, -0.15], [0.32, -0.17, -0.08], [0.36, 0.12, 0.31], [-0.26, -0.25, 0.18], [-0.04, 0.23, -0.40], [1.56, -0.34, -0.11], [3.49, 0.84, 1.30], [-2.26, 0.21, -0.65], [1.35, 0.36, 0.55], [0.27, -0.55, 0.30], [-0.20, -0.27, 0.40], [-0.88, -0.11, -0.16], [-0.22, 0.40, -0.24], [0.27, 0.38, -0.70], [0.15, -0.51, 0.10], [-0.10, -0.04, 0.23], [-0.05, 0.05, 0.05], [-0.07, 0.20, -0.03], [0.17, 0.02, -0.47]]}